Record 1
4 unconnected molecules or ions with the total composition C31H50F3NO9S in a non-equilibrium geometry, computed with the ωB97M-V functional and the def2-TZVPD basis.

Each line ends with the Mulliken charge.
CARTESIAN COORDINATES (ANGSTROEM)
F  6.807  7.300  1.742  -0.26
C  5.574  7.040  2.384  0.70
F  5.182  5.723  1.952  -0.22
F  5.833  6.922  3.778  -0.22
C  4.429  8.086  2.057  0.09
C  4.693  9.357  1.205  -0.62
C  3.486  10.291  0.942  -0.37
C  2.053  10.078  1.484  -0.64
C  1.782  8.803  2.340  0.43
C  3.002  7.840  2.596  0.26
S  2.574  6.316  3.593  -0.18
C  0.902  5.884  2.876  0.44
C  0.458  4.434  2.567  -0.51
C  -0.945  4.238  1.930  -0.32
C  -1.882  5.450  1.630  -0.57
C  -1.433  6.922  1.954  -0.57
C  -0.008  7.135  2.580  0.34
N  0.433  8.515  2.885  -0.29
H  5.732  9.551  0.770  0.35
H  3.677  11.206  0.287  0.29
H  1.190  10.807  1.289  0.23
H  1.200  3.598  2.787  0.35
H  -1.261  3.166  1.697  0.43
H  -2.904  5.296  1.149  0.31
H  -2.121  7.817  1.720  0.18
H  -0.260  9.169  2.494  0.34
C  -2.255  1.257  -2.813  -0.98
O  -1.598  0.177  -2.170  -0.10
C  -0.610  0.576  -1.228  -0.89
C  -0.773  -0.143  0.113  0.06
O  -1.956  0.165  0.855  -0.42
C  -3.206  -0.228  0.287  -0.53
C  -3.436  -1.733  0.134  -0.64
O  -2.562  -2.306  -0.832  -0.25
C  -1.902  -3.479  -0.388  -0.75
H  -1.718  1.523  -3.726  0.27
H  -3.260  0.926  -3.082  0.26
H  -2.352  2.130  -2.161  0.45
H  -0.621  1.661  -1.064  0.45
H  0.363  0.306  -1.651  0.34
H  0.058  0.173  0.753  0.30
H  -0.662  -1.221  0.006  0.08
H  -3.379  0.298  -0.651  0.19
H  -3.968  0.148  0.977  0.45
H  -4.460  -1.897  -0.216  0.44
H  -3.332  -2.218  1.108  0.40
H  -1.671  -3.444  0.679  0.29
H  -0.959  -3.561  -0.932  0.28
H  -2.513  -4.359  -0.612  0.25
C  -1.273  -1.964  3.407  -0.67
O  0.113  -2.126  3.150  -0.11
C  0.916  -1.038  3.589  -0.30
C  2.119  -1.507  4.409  -0.52
O  1.826  -2.115  5.667  -0.47
C  1.130  -3.360  5.657  -0.24
C  1.867  -4.544  5.026  -0.49
O  2.039  -4.374  3.624  -0.23
C  3.356  -4.615  3.169  -0.88
H  -1.749  -1.474  2.556  -0.18
H  -1.710  -2.958  3.530  0.30
H  -1.461  -1.399  4.325  0.55
H  0.334  -0.315  4.174  0.40
H  1.284  -0.530  2.691  0.16
H  2.712  -0.618  4.651  0.45
H  2.779  -2.145  3.822  0.14
H  0.136  -3.236  5.227  0.01
H  0.963  -3.607  6.710  0.43
H  1.268  -5.447  5.174  0.39
H  2.825  -4.687  5.534  0.35
H  4.108  -4.311  3.901  0.43
H  3.512  -4.026  2.264  0.24
H  3.479  -5.675  2.923  0.27
C  0.777  -6.130  -6.964  -0.85
O  0.067  -4.947  -6.634  -0.25
C  -0.910  -4.569  -7.595  -0.50
C  -2.263  -4.266  -6.950  -0.14
O  -2.935  -5.370  -6.344  -0.47
C  -2.330  -5.968  -5.199  -0.45
C  -2.222  -5.088  -3.953  -0.41
O  -1.317  -4.008  -4.144  -0.27
C  -1.829  -2.745  -3.752  -0.32
H  1.670  -5.875  -7.539  0.27
H  1.085  -6.607  -6.032  0.24
H  0.158  -6.842  -7.519  0.41
H  -1.038  -5.338  -8.368  0.34
H  -0.544  -3.657  -8.080  0.38
H  -2.932  -3.925  -7.748  0.44
H  -2.196  -3.432  -6.252  -0.08
H  -1.367  -6.404  -5.462  0.11
H  -2.973  -6.816  -4.941  0.44
H  -1.836  -5.694  -3.128  0.36
H  -3.218  -4.732  -3.672  0.32
H  -2.903  -2.660  -3.934  0.40
H  -1.326  -1.980  -4.346  0.27
H  -1.612  -2.568  -2.696  -0.18

HOMO energy = -8.055 eV
orbital gap = 0.2878 Ha



Record 2
A molecular structure, C31H50IrNPSeSi3, computed with the ωB97M-V functional and the def2-TZVPD basis.

Each line ends with the Mulliken charge.
CARTESIAN COORDINATES (ANGSTROEM)
Ir  -0.015  -0.231  0.287  1.17
C  1.238  -4.346  0.878  -1.31
Si  1.772  -3.281  -0.583  0.72
C  0.707  -3.787  -2.066  -1.35
C  3.533  -3.683  -1.096  -1.25
C  1.690  -1.393  -0.170  -0.03
Si  2.243  -0.383  -1.678  0.36
C  4.023  0.170  -1.659  -1.19
C  1.047  1.094  -1.517  -1.76
C  1.903  -1.141  -3.353  -1.03
Si  2.555  -1.184  1.545  0.11
C  3.991  -2.302  1.968  -1.44
C  3.091  0.550  2.008  -0.97
C  1.036  -1.583  2.640  0.31
C  1.064  -2.127  3.915  -0.71
C  -0.107  -2.349  4.617  -0.57
C  -1.309  -1.999  4.020  -1.22
C  -1.292  -1.439  2.762  0.03
N  -0.150  -1.233  2.085  0.59
H  1.274  -5.391  0.562  0.58
H  0.217  -4.145  1.203  0.32
H  1.871  -4.261  1.758  0.30
H  0.295  -4.782  -1.882  0.50
H  1.323  -3.858  -2.960  0.51
H  -0.125  -3.128  -2.306  0.31
H  3.649  -4.769  -1.122  0.39
H  4.312  -3.291  -0.448  0.30
H  3.732  -3.322  -2.107  0.35
H  4.306  0.742  -0.777  0.35
H  4.231  0.788  -2.534  0.42
H  4.674  -0.705  -1.722  0.34
H  1.323  1.854  -0.788  0.16
H  -0.054  0.832  -1.375  0.65
H  0.946  1.605  -2.478  0.57
H  2.492  -2.033  -3.559  0.30
H  2.195  -0.392  -4.095  0.47
H  0.858  -1.379  -3.536  0.26
H  4.865  -2.004  1.386  0.39
H  3.842  -3.368  1.837  0.43
H  4.241  -2.114  3.016  0.46
H  3.760  1.006  1.280  0.27
H  3.642  0.474  2.948  0.48
H  2.249  1.222  2.179  0.11
H  2.019  -2.395  4.348  0.54
H  -0.088  -2.782  5.608  0.48
H  -2.256  -2.142  4.522  0.53
H  -2.207  -1.120  2.289  0.39
C  -0.585  7.214  -1.879  -1.50
C  -0.551  5.899  -1.170  0.66
C  -1.571  4.961  -1.339  -1.16
C  -1.566  3.750  -0.677  0.78
C  -2.694  2.793  -0.909  -1.53
C  -0.502  3.467  0.215  0.34
Se  -0.552  1.964  1.332  0.25
C  0.569  4.388  0.368  0.64
C  1.756  4.146  1.256  -1.31
C  0.512  5.580  -0.326  -0.90
H  -1.458  7.303  -2.520  0.36
H  0.310  7.344  -2.490  0.37
H  -0.599  8.032  -1.157  0.36
H  -2.389  5.193  -2.009  0.35
H  -3.309  3.132  -1.740  0.48
H  -3.334  2.718  -0.030  0.34
H  -2.332  1.788  -1.132  0.13
H  1.904  3.098  1.496  -0.20
H  1.641  4.685  2.198  0.44
H  2.660  4.520  0.776  0.48
H  1.323  6.290  -0.215  0.51
C  -1.960  -0.783  -2.305  -1.27
P  -1.919  -1.123  -0.525  1.02
C  -2.044  -2.907  -0.245  -0.68
C  -3.541  -0.550  0.073  1.40
C  -3.771  0.417  1.039  -0.21
C  -5.067  0.727  1.428  -0.98
C  -6.146  0.082  0.849  -0.70
C  -5.929  -0.884  -0.126  -0.83
C  -4.639  -1.202  -0.509  -1.26
H  -2.841  -1.262  -2.737  0.66
H  -1.073  -1.154  -2.809  0.08
H  -2.052  0.292  -2.457  0.39
H  -2.794  -3.328  -0.915  0.62
H  -2.369  -3.076  0.780  0.41
H  -1.103  -3.408  -0.417  -0.30
H  -2.941  0.943  1.495  0.54
H  -5.228  1.481  2.187  0.50
H  -7.154  0.327  1.153  0.44
H  -6.765  -1.392  -0.588  0.46
H  -4.504  -1.960  -1.270  0.22

total charge = +2
2S+1 = 2
HOMO energy (spin up / spin down) = -13.419 / -13.868 eV
ΔE to the lowest compared entry with this formula, charge and spin = 0.1548 eV
orbital gap (spin up / spin down) = 0.2400 / 0.2087 Ha



Record 3
A molecular structure, C31H50O3P2ReS in a non-equilibrium geometry, computed with the ωB97M-V functional and the def2-TZVPD basis.

Each line ends with the Mulliken charge.
CARTESIAN COORDINATES (ANGSTROEM)
Re  0.826  0.960  0.661  0.05
C  1.218  0.747  2.717  0.55
C  2.361  1.301  2.028  0.84
C  0.557  2.748  1.725  0.35
C  0.094  1.637  2.521  0.23
C  1.947  2.536  1.395  0.51
C  1.237  -0.392  3.672  -0.72
H  2.210  -0.895  3.660  0.48
H  0.454  -1.117  3.427  0.17
H  1.025  -0.027  4.686  0.33
C  -1.234  1.523  3.177  -0.84
H  -1.124  1.222  4.227  0.17
H  -1.827  0.721  2.719  0.18
H  -1.789  2.464  3.108  0.52
C  -0.204  4.006  1.518  -1.72
H  -0.105  4.666  2.385  0.31
H  -1.258  3.772  1.375  0.46
H  0.148  4.532  0.629  0.42
C  2.832  3.542  0.732  -1.54
H  3.124  4.350  1.418  0.34
H  2.319  3.997  -0.120  0.41
H  3.745  3.069  0.360  0.35
C  3.773  0.839  2.168  -1.83
H  4.216  1.263  3.082  0.33
H  4.373  1.166  1.315  0.43
H  3.811  -0.250  2.252  0.45
C  -0.502  -0.891  0.041  -0.24
C  0.615  -1.539  0.587  -0.88
C  1.823  -2.054  -0.132  -0.93
C  2.251  -1.219  -1.343  -0.24
C  2.120  0.281  -1.180  -0.44
C  0.989  1.056  -1.556  -0.64
C  -0.294  0.496  -2.102  1.86
C  -0.805  -0.789  -1.436  -0.59
H  1.694  -3.095  -0.453  0.56
H  1.733  -1.577  -2.242  -0.74
H  2.645  -2.084  0.599  0.31
H  -0.430  -1.683  -1.953  0.34
H  -1.390  -0.871  0.685  0.81
H  0.437  -1.983  1.565  0.18
H  -1.902  -0.814  -1.547  0.75
H  -1.085  1.261  -2.041  0.51
H  1.173  2.090  -1.854  0.91
H  -0.143  0.302  -3.193  -2.10
H  3.325  -1.412  -1.501  0.69
H  3.086  0.806  -1.216  0.57
P  -0.302  -0.311  -5.118  0.67
P  -0.106  2.639  -6.305  0.44
C  -0.395  -0.122  -6.951  -0.84
C  -0.884  1.277  -7.336  -1.02
H  -1.084  -0.902  -7.305  0.52
H  0.602  -0.337  -7.373  0.51
H  -0.700  1.499  -8.395  0.63
H  -1.967  1.380  -7.160  0.47
C  -1.006  3.947  -7.249  -1.17
H  -0.711  4.937  -6.883  0.39
H  -2.086  3.809  -7.091  0.39
H  -0.806  3.892  -8.330  0.36
C  1.529  2.752  -7.176  -1.11
H  1.422  2.734  -8.270  0.39
H  2.174  1.922  -6.857  0.31
H  2.005  3.700  -6.886  0.41
C  -1.930  -1.055  -4.753  -1.26
H  -2.031  -1.290  -3.687  0.28
H  -2.056  -1.969  -5.343  0.46
H  -2.722  -0.346  -5.021  0.38
C  0.870  -1.705  -5.049  -1.24
H  1.815  -1.362  -5.489  0.41
H  0.485  -2.547  -5.637  0.45
H  1.063  -2.028  -4.022  0.28
C  -2.532  -3.451  9.410  -1.40
C  -2.433  -3.206  7.939  0.97
C  -3.067  -4.094  7.061  -0.62
C  -2.960  -3.923  5.694  -0.73
C  -2.222  -2.836  5.197  0.03
C  -1.610  -1.919  6.061  0.09
C  -1.719  -2.114  7.432  -0.86
S  -1.956  -2.762  3.420  1.44
O  -0.623  -3.347  3.265  -0.71
O  -3.080  -3.563  2.964  -0.72
O  -2.013  -1.342  3.064  -0.68
H  -3.579  -3.423  9.730  0.33
H  -2.128  -4.438  9.663  0.33
H  -1.967  -2.686  9.947  0.35
H  -3.639  -4.938  7.455  0.36
H  -3.425  -4.625  5.012  0.47
H  -1.053  -1.071  5.665  0.06
H  -1.238  -1.433  8.142  0.26

total charge = +2
2S+1 = 4
HOMO energy (spin up / spin down) = -11.076 / -11.065 eV
ΔE to the lowest compared entry with this formula, charge and spin = 0.0000 eV
orbital gap (spin up / spin down) = 0.1031 / 0.0595 Ha



Record 4
A molecular structure, C31H51BrN4O5PSTc in a non-equilibrium geometry, computed with the ωB97M-V functional and the def2-TZVPD basis.

Each line ends with the Mulliken charge.
CARTESIAN COORDINATES (ANGSTROEM)
Tc  0.269  1.296  -0.315  -0.42
C  -1.864  5.653  3.026  -0.82
C  -0.508  5.154  3.516  -0.47
N  -0.328  3.721  3.326  -0.04
C  -0.022  3.186  2.142  0.14
S  0.441  1.484  2.109  -0.61
N  0.043  3.931  1.077  -0.88
N  0.536  3.266  0.005  1.50
C  1.366  3.920  -0.766  -0.04
C  1.446  5.406  -0.791  -2.01
C  2.347  3.062  -1.394  0.65
C  3.423  3.551  -2.128  -0.54
C  4.439  2.691  -2.503  -0.74
C  4.346  1.354  -2.146  -0.76
C  3.236  0.932  -1.438  -0.74
N  2.257  1.750  -1.062  0.46
H  -1.884  6.742  3.072  0.38
H  -2.671  5.263  3.646  0.29
H  -2.020  5.336  1.996  0.10
H  -0.382  5.371  4.575  0.46
H  0.281  5.660  2.957  0.22
H  -0.398  3.100  4.112  0.27
H  0.645  5.819  -0.187  0.41
H  1.343  5.761  -1.819  0.45
H  2.404  5.757  -0.404  0.37
H  3.460  4.600  -2.384  0.55
H  5.288  3.055  -3.064  0.47
H  5.114  0.644  -2.414  0.49
H  3.133  -0.109  -1.160  0.67
C  -2.658  -6.338  0.654  -1.78
C  -1.137  -6.143  0.731  1.76
C  -0.472  -7.006  -0.355  -1.61
C  -0.661  -6.622  2.109  -1.87
C  -0.759  -4.692  0.477  -0.25
C  -1.437  -3.923  -0.461  0.15
C  -1.046  -2.629  -0.701  0.46
Br  -1.969  -1.677  -2.038  -0.03
C  0.030  -1.977  -0.023  -0.68
O  0.303  -0.728  -0.295  1.22
C  0.763  -2.796  0.902  -0.96
C  0.335  -4.099  1.102  -0.45
C  2.111  -2.418  1.541  2.62
C  2.324  -3.147  2.879  -2.09
C  2.299  -0.932  1.837  -1.99
C  3.187  -2.859  0.529  -1.72
H  -2.908  -7.366  0.913  0.45
H  -3.041  -6.154  -0.349  0.35
H  -3.172  -5.675  1.352  0.40
H  -0.710  -8.058  -0.187  0.45
H  0.613  -6.892  -0.332  0.34
H  -0.827  -6.725  -1.347  0.36
H  -1.086  -7.603  2.319  0.46
H  -0.982  -5.934  2.894  0.38
H  0.424  -6.724  2.149  0.33
H  -2.265  -4.321  -1.029  0.34
H  0.906  -4.710  1.781  0.21
H  1.454  -3.024  3.525  0.37
H  3.186  -2.713  3.387  0.49
H  2.526  -4.209  2.753  0.48
H  1.571  -0.595  2.573  0.41
H  2.203  -0.323  0.947  0.05
H  3.297  -0.770  2.247  0.55
H  3.079  -3.915  0.281  0.31
H  4.186  -2.697  0.940  0.47
H  3.091  -2.285  -0.396  0.24
C  -3.773  2.829  1.643  -1.10
O  -2.418  2.504  1.295  0.38
P  -2.110  1.294  0.274  1.06
O  -3.198  1.512  -0.866  -0.38
C  -3.142  2.690  -1.688  -0.63
O  -2.834  0.045  0.955  -0.45
C  -2.390  -0.502  2.201  -0.55
H  -3.982  3.845  1.313  0.33
H  -3.873  2.779  2.727  0.30
H  -4.479  2.139  1.183  0.42
H  -3.876  2.547  -2.476  0.32
H  -2.151  2.815  -2.119  0.09
H  -3.404  3.575  -1.104  0.21
H  -2.419  0.252  2.990  0.30
H  -1.377  -0.899  2.127  0.07
H  -3.076  -1.310  2.439  0.27
C  0.975  0.046  -3.707  -1.30
C  -0.054  1.173  -3.548  1.05
C  0.434  2.435  -4.276  -1.51
C  -1.356  0.717  -4.229  -1.34
O  -0.303  1.507  -2.194  0.91
H  0.858  -0.428  -4.681  0.47
H  0.814  -0.711  -2.936  -0.08
H  1.993  0.420  -3.634  0.32
H  0.656  2.205  -5.318  0.44
H  1.335  2.823  -3.802  0.23
H  -0.338  3.205  -4.244  0.34
H  -1.243  0.795  -5.310  0.48
H  -2.193  1.342  -3.919  0.15
H  -1.575  -0.318  -3.983  0.19

total charge = +1
2S+1 = 4
HOMO energy (spin up / spin down) = -10.349 / -10.231 eV
ΔE to the lowest compared entry with this formula, charge and spin = 0.0000 eV
orbital gap (spin up / spin down) = 0.2526 / 0.2016 Ha



It is found that the molar mass values, taken in the order of the records, are 669.8; 823.2; 751.0; 800.7 g mol⁻¹.